Below is a 11-piece molecular cluster, C22H44O44S11 overall at a distorted geometry, with properties calculated with ωB97M-V/def2-TZVPD.

Positions of all 121 atoms, in Å:
1 O 0.653 4.457 3.749
2 S 0.531 3.019 3.760
3 O -0.666 2.366 3.266
4 O 1.821 2.231 3.155
5 C 2.072 1.054 3.732
6 C 1.534 1.147 5.183
7 O 0.894 2.431 5.274
8 H 1.443 0.324 3.224
9 H 3.053 0.610 3.562
10 H 2.374 1.073 5.875
11 H 0.813 0.367 5.425
12 O 3.264 2.101 -5.962
13 S 2.042 2.190 -6.767
14 O 2.134 2.490 -8.152
15 O 1.326 0.752 -6.573
16 C 0.372 0.797 -5.544
17 C 0.444 2.262 -4.880
18 O 0.792 2.998 -6.018
19 H -0.596 0.406 -5.858
20 H 0.814 0.240 -4.719
21 H 1.345 2.353 -4.274
22 H -0.455 2.602 -4.365
23 O 0.452 -1.780 3.172
24 S 1.622 -2.568 2.711
25 O 1.921 -2.552 1.229
26 O 2.965 -2.310 3.664
27 C 3.675 -3.501 3.943
28 C 2.570 -4.529 4.066
29 O 1.476 -4.070 3.228
30 H 4.500 -3.898 3.351
31 H 4.168 -3.454 4.914
32 H 2.352 -4.521 5.134
33 H 2.732 -5.550 3.721
34 O 2.344 -2.092 -3.500
35 S 3.447 -1.167 -3.424
36 O 4.680 -1.375 -4.152
37 O 2.971 0.341 -3.659
38 C 3.825 1.208 -2.990
39 C 3.867 0.581 -1.626
40 O 3.665 -0.783 -1.799
41 H 4.829 1.178 -3.413
42 H 3.353 2.188 -2.919
43 H 3.000 0.855 -1.026
44 H 4.662 0.851 -0.930
45 O -0.807 -7.494 2.880
46 S -2.182 -7.024 2.961
47 O -3.261 -8.008 2.869
48 O -2.402 -6.118 4.290
49 C -2.505 -4.736 4.052
50 C -2.201 -4.468 2.612
51 O -2.528 -5.714 1.998
52 H -3.465 -4.359 4.406
53 H -1.860 -4.127 4.685
54 H -1.143 -4.256 2.455
55 H -2.737 -3.657 2.120
56 O -5.506 -4.588 1.599
57 S -5.960 -3.309 2.159
58 O -6.734 -3.319 3.406
59 O -4.869 -2.187 2.321
60 C -4.598 -1.439 1.136
61 C -5.888 -1.531 0.348
62 O -6.715 -2.326 1.107
63 H -4.327 -0.401 1.327
64 H -3.676 -1.784 0.668
65 H -5.638 -2.052 -0.575
66 H -6.266 -0.511 0.271
67 O 1.561 -3.858 -1.689
68 S 0.143 -4.273 -1.888
69 O -0.828 -4.363 -0.728
70 O -0.559 -3.413 -3.071
71 C -0.404 -3.941 -4.401
72 C -0.263 -5.476 -4.094
73 O -0.024 -5.635 -2.759
74 H -1.140 -3.601 -5.128
75 H 0.553 -3.556 -4.753
76 H 0.461 -5.908 -4.785
77 H -1.237 -5.932 -4.269
78 O -6.334 0.981 6.612
79 S -6.299 0.148 5.455
80 O -7.514 0.148 4.648
81 O -4.998 0.422 4.463
82 C -3.851 -0.167 4.816
83 C -4.339 -1.372 5.777
84 O -5.784 -1.341 5.754
85 H -3.281 -0.422 3.923
86 H -3.258 0.543 5.392
87 H -3.847 -1.293 6.746
88 H -4.141 -2.386 5.428
89 O 1.068 3.516 -0.617
90 S 2.393 4.138 -0.316
91 O 3.596 3.311 -0.299
92 O 2.688 5.457 -1.124
93 C 3.450 6.431 -0.435
94 C 3.447 6.051 0.985
95 O 2.466 5.099 1.053
96 H 4.474 6.381 -0.806
97 H 2.989 7.410 -0.564
98 H 3.204 6.923 1.592
99 H 4.323 5.477 1.286
100 O -3.011 -0.306 -2.811
101 S -2.005 0.533 -2.024
102 O -1.786 1.951 -2.239
103 O -2.270 0.270 -0.408
104 C -0.995 0.186 0.275
105 C 0.049 -0.108 -0.727
106 O -0.564 -0.182 -2.046
107 H -0.874 1.140 0.789
108 H -1.011 -0.537 1.091
109 H 0.589 -1.034 -0.532
110 H 0.793 0.688 -0.733
111 O 0.211 6.060 -6.868
112 S 0.700 6.160 -5.495
113 O -0.047 5.746 -4.292
114 O 2.226 5.524 -5.411
115 C 3.045 6.314 -4.593
116 C 2.508 7.720 -4.828
117 O 1.209 7.652 -5.221
118 H 2.826 6.029 -3.564
119 H 4.100 6.177 -4.829
120 H 3.097 8.185 -5.619
121 H 2.684 8.415 -4.007

Calculated values
* HOMO: -10.9 eV
* relative energy (zero: lowest compared OMol25 entry of this formula, charge and spin): 179.1 kcal per mole
* structure (SMILES): O=S1(=O)OCCO1.O=S1(=O)OCCO1.O=S1(=O)OCCO1.O=S1(=O)OCCO1.O=S1(=O)OCCO1.O=S1(=O)OCCO1.O=S1(=O)OCCO1.O=S1(=O)OCCO1.O=S1(=O)OCCO1.O=S1(=O)OCCO1.O=S1(=O)OCCO1
* orbital gap: 10.519 eV